DFT (wB97M-V/def2-TZVPD) results for a cluster of 6 separate species, C3H18O6S2 in total.

Summary:
Orbital gap (spin up / spin down): 2.30 / 9.11 eV
Lowest unoccupied orbital energy (spin up / spin down): 2.7 / 2.6 eV
E_HOMO (spin up / spin down): 0.37 / -6.47 eV
<S²>: 0.7505

Geometry as ORCA input:
```
! wB97M-V def2-TZVPD RIJCOSX def2/J DEFGRID3
* xyz -1 2
C 0.86 -1.83 0.81
C 1.86 -1.67 -0.34
O 1.32 -2.38 -1.48
C 1.03 -0.70 1.83
S -0.01 -0.90 3.31
S -1.67 0.28 3.08
H 1.04 -2.78 1.32
H -0.16 -1.88 0.45
H 1.96 -0.62 -0.63
H 2.82 -2.09 -0.05
H 2.01 -2.46 -2.14
H 0.84 0.26 1.36
H 2.06 -0.64 2.20
H -2.46 -0.36 2.19
H -0.06 3.83 -0.77
H 1.12 2.99 -1.21
O 0.36 2.96 -0.62
H -3.85 -0.69 -1.26
H -2.61 0.19 -0.93
O -3.01 -0.70 -0.77
H -1.30 0.67 -2.23
H -0.99 1.85 -1.23
O -1.71 1.44 -1.77
H -0.15 -1.59 -2.14
H -1.65 -1.32 -1.90
O -0.92 -1.09 -2.51
H 0.78 3.10 2.54
H 1.01 3.02 1.01
O 1.47 3.12 1.86
*
```



DFT (wB97M-V/def2-TZVPD) results for a cluster of 2 separate species, C2H4NP in total.

Summary:
Orbital gap (spin up / spin down): 8.75 / 6.87 eV
Lowest unoccupied orbital energy (spin up / spin down): 0.0 / -0.9 eV
E_HOMO (spin up / spin down): -8.78 / -7.78 eV

Geometry as ORCA input:
```
! wB97M-V def2-TZVPD RIJCOSX def2/J DEFGRID3
* xyz 0 1
C 1.35 0.01 0.30
C 0.15 0.18 0.72
N -1.14 -0.52 -1.30
P -2.41 0.28 -1.14
H 2.25 0.27 0.97
H 1.30 -0.34 -0.72
H -0.77 0.42 1.28
H -3.42 -0.42 -2.04
*
```



DFT (wB97M-V/def2-TZVPD) results for a cluster of 2 separate species, C39H45F3N4O2 in total.

Summary:
Orbital gap: 6.05 eV
Lowest unoccupied orbital energy: -0.4 eV
E_HOMO: -6.41 eV

Geometry as ORCA input:
```
! wB97M-V def2-TZVPD RIJCOSX def2/J DEFGRID3
* xyz 0 1
C -2.85 0.48 -3.13
C -2.89 -0.48 -1.96
C -3.48 -1.84 -2.32
C -3.63 0.13 -0.76
C -5.00 0.40 -0.85
C -5.69 0.89 0.25
C -5.03 1.09 1.47
C -3.67 0.84 1.58
C -2.92 1.11 2.89
C -3.76 0.78 4.12
C -2.39 2.54 2.93
C -2.98 0.37 0.45
N -1.56 0.11 0.54
N -1.12 -0.98 1.20
N 0.21 -1.03 0.93
C 0.96 -2.21 1.28
C 1.24 -3.19 0.30
C 0.70 -3.08 -1.13
C -0.20 -4.28 -1.44
C 1.82 -2.93 -2.14
C 2.03 -4.28 0.66
C 2.51 -4.41 1.96
C 2.17 -3.47 2.93
C 1.35 -2.38 2.61
C 0.93 -1.37 3.68
C 2.00 -0.30 3.85
C 0.58 -2.06 5.00
C 0.64 0.13 0.29
C 2.02 0.52 0.23
C 2.38 1.88 0.44
C 3.71 2.30 0.40
C 4.71 1.36 0.18
C 6.14 1.83 0.13
F 7.02 0.84 -0.19
F 6.31 2.83 -0.79
F 6.55 2.35 1.34
C 4.41 0.01 0.02
C 3.09 -0.40 0.07
C -0.50 0.86 -0.03
C -0.64 2.04 -0.76
H -2.32 1.39 -2.85
H -2.31 0.03 -3.98
H -3.86 0.74 -3.45
H -1.86 -0.65 -1.64
H -3.44 -2.52 -1.46
H -4.54 -1.75 -2.62
H -2.92 -2.30 -3.15
H -5.51 0.20 -1.79
H -6.76 1.08 0.18
H -5.58 1.45 2.34
H -2.06 0.42 2.88
H -4.18 -0.23 4.04
H -3.14 0.82 5.02
H -4.58 1.50 4.24
H -1.76 2.75 2.06
H -3.23 3.25 2.92
H -1.80 2.72 3.84
H 0.08 -2.17 -1.17
H -1.02 -4.34 -0.71
H -0.64 -4.18 -2.44
H 0.37 -5.22 -1.39
H 2.37 -1.99 -1.98
H 2.54 -3.76 -2.06
H 1.42 -2.90 -3.16
H 2.26 -5.03 -0.10
H 3.14 -5.26 2.23
H 2.54 -3.57 3.95
H 0.02 -0.90 3.30
H 2.22 0.19 2.89
H 1.66 0.47 4.56
H 2.93 -0.74 4.23
H -0.13 -2.88 4.82
H 1.47 -2.48 5.48
H 0.11 -1.35 5.69
H 1.61 2.61 0.68
H 3.96 3.35 0.54
H 5.20 -0.71 -0.15
H 2.88 -1.47 0.00
H 0.09 2.82 -0.48
H -1.60 2.25 -1.19
C 0.64 2.47 -6.06
N 0.68 3.00 -4.72
C 0.79 4.38 -4.45
O 0.70 5.25 -5.31
C 1.01 4.46 -3.01
C 1.12 3.21 -2.50
C 0.89 2.22 -3.57
O 0.88 0.99 -3.52
H 0.88 1.41 -6.01
H -0.35 2.60 -6.51
H 1.37 3.01 -6.67
H 1.02 5.41 -2.50
H 1.60 2.94 -1.57
*
```